[1]
Entry from the Open Molecules 2025 dataset: a structure of composition C40H45AsO4PTeV (ωB97M-V/def2-TZVPD).

```
93
Properties=species:S:1:pos:R:3:mulliken_spin:R:1
V -0.04419 1.57533 -0.11713 2.77
C 2.24556 2.61946 -1.31593 0.01
C 0.98097 3.10887 -2.03350 0.06
O 0.02375 1.98916 -2.13415 -0.01
C -1.36659 2.34892 -2.46542 0.02
C -2.10564 3.00101 -1.29616 0.03
O -2.01763 2.11300 -0.11218 0.01
C -2.17829 2.80784 1.18799 0.02
C -1.42609 2.03392 2.27377 0.04
O -0.01776 1.77842 1.92496 -0.02
C 0.89887 2.93146 1.94913 0.05
C 2.19690 2.51546 1.24383 0.02
O 1.95557 1.88373 -0.07015 0.04
H 2.88608 3.47412 -1.11822 0.00
H 2.76829 1.91406 -1.95464 -0.01
H 1.26661 3.45096 -3.02255 0.01
H 0.53832 3.96400 -1.50478 -0.01
H -1.83358 1.40436 -2.73053 -0.01
H -1.40857 3.01977 -3.31801 0.00
H -3.14422 3.17227 -1.56210 0.01
H -1.66053 3.97471 -1.05831 -0.01
H -3.22758 2.87073 1.45666 0.01
H -1.79274 3.82854 1.09722 -0.01
H -1.85026 1.04349 2.39467 -0.02
H -1.50564 2.57632 3.21174 0.01
H 1.14499 3.19970 2.96973 0.01
H 0.45436 3.81406 1.47017 -0.01
H 2.69449 1.75768 1.83874 -0.01
H 2.84217 3.38377 1.14538 0.00
Te -0.01730 6.07544 0.09302 0.00
C 0.11525 8.18433 0.16509 0.00
C -0.54077 8.90429 1.17250 0.00
C -0.46948 10.29735 1.20514 0.00
C 0.25505 10.98878 0.24120 0.00
C 0.91304 10.28151 -0.75727 0.00
C 0.84983 8.88878 -0.79645 0.00
H -1.10986 8.37527 1.92979 0.00
H -0.98953 10.84082 1.98814 0.00
H 0.30074 12.07194 0.26459 0.00
H 1.47786 10.81323 -1.51626 0.00
H 1.36994 8.34869 -1.57854 0.00
C -0.83646 -1.41936 -1.75520 0.07
C -1.15277 -2.91986 -1.78599 0.00
As 0.41069 -4.12367 -1.83486 0.00
C 0.54682 -4.51180 0.07937 0.00
C 1.78018 -4.35018 0.70730 0.00
C 1.93110 -4.65727 2.05949 0.00
C 0.84732 -5.13512 2.78668 0.00
C -0.38872 -5.30297 2.16269 0.00
C -0.53709 -4.99301 0.81627 0.00
C -0.50205 -5.76680 -2.33799 0.00
C 0.30916 -6.89789 -2.43975 0.00
C -0.23595 -8.12970 -2.77712 0.00
C -1.60161 -8.24197 -3.02535 0.00
C -2.41408 -7.12095 -2.92910 0.00
C -1.86687 -5.88582 -2.58425 0.00
P -0.11355 -0.73041 -0.21651 -0.12
C -1.09647 -1.56752 1.06838 0.01
C -2.44713 -1.19160 1.12806 0.00
C -3.29373 -1.73930 2.08062 0.01
C -2.79396 -2.65617 3.00114 0.00
C -1.46284 -3.04170 2.94098 0.00
C -0.61324 -2.50944 1.97349 0.00
C 1.61210 -1.26676 -0.06684 0.03
C 2.23795 -1.18749 1.18159 0.02
C 3.59322 -1.45451 1.30474 0.01
C 4.34774 -1.76172 0.17512 0.00
C 3.74517 -1.78580 -1.07295 0.00
C 2.38261 -1.53580 -1.19582 -0.01
H -1.77086 -0.86170 -1.85042 0.01
H -0.20425 -1.10852 -2.59052 0.01
H -1.71138 -3.12400 -2.69742 0.00
H -1.79473 -3.17757 -0.94114 0.00
H 2.62964 -3.98427 0.14079 0.00
H 2.89638 -4.53321 2.53848 0.00
H 0.96597 -5.39017 3.83442 0.00
H -1.23408 -5.68543 2.72429 0.00
H -1.49838 -5.14730 0.33603 0.00
H 1.37265 -6.81852 -2.24997 0.00
H 0.40400 -9.00213 -2.84883 0.00
H -2.02831 -9.20112 -3.29715 0.00
H -3.47765 -7.20359 -3.11902 0.00
H -2.52440 -5.02908 -2.50748 0.00
H -2.83941 -0.46394 0.42259 -0.01
H -4.33973 -1.45396 2.10575 0.00
H -3.44703 -3.07428 3.75880 0.00
H -1.07424 -3.77360 3.64144 0.00
H 0.41228 -2.86023 1.91832 0.00
H 1.66679 -0.90749 2.06129 -0.01
H 4.06259 -1.42122 2.28090 0.00
H 5.40718 -1.96895 0.27018 0.00
H 4.33165 -2.00367 -1.95814 0.00
H 1.93545 -1.54693 -2.17854 0.00
```

## Properties
⟨S²⟩: 3.759
2S+1: 4
Net charge: +1
Frontier orbital gap (alpha / beta), eV: 5.74 / 5.95

[2]
Entry from the Open Molecules 2025 dataset: a structure of composition C40H45BCl3N9OPtS3 (ωB97M-V/def2-TZVPD).

```
103
Properties=species:S:1:pos:R:3:lowdin_charge:R:1
Pt 0.20137 -0.14643 0.39293 0.73
C 4.17617 0.03243 1.80299 -0.01
N 3.30165 0.53243 0.74306 -0.10
C 2.99806 1.96269 0.90528 0.00
C 3.36962 -0.01352 -0.48310 -0.16
C 4.42874 -0.87495 -0.85568 0.01
C 4.61740 -1.21821 -2.16474 0.00
C 3.74206 -0.77668 -3.19076 -0.02
C 2.67891 -0.00228 -2.87338 0.02
C 2.39646 0.34439 -1.50264 -0.19
N 1.15927 0.76269 -1.17663 -0.04
C 0.55522 1.55448 -2.14853 -0.21
C 1.34931 2.60484 -2.66353 -0.02
C 0.96508 3.33258 -3.76201 -0.04
C -0.20107 2.96628 -4.42591 -0.02
C -0.99319 1.93521 -3.94579 0.01
C -0.69772 1.24967 -2.77031 -0.18
N -1.53156 0.21665 -2.31269 -0.21
C -2.12386 -0.62406 -3.35094 -0.08
C -2.57688 0.68335 -1.39193 -0.08
H 5.17973 0.46225 1.73265 0.12
H 4.24131 -1.05193 1.77378 0.09
H 3.73513 0.31726 2.75586 0.10
H 3.87901 2.54427 0.61674 0.12
H 2.79459 2.15055 1.95538 0.07
H 2.13729 2.26760 0.32250 0.06
H 5.15774 -1.17876 -0.12172 0.12
H 5.47627 -1.82380 -2.42565 0.13
H 3.89616 -1.09865 -4.21085 0.13
H 1.94493 0.24562 -3.62588 0.13
H 2.26542 2.84534 -2.13661 0.12
H 1.56467 4.16039 -4.11272 0.12
H -0.50939 3.50047 -5.31498 0.12
H -1.89517 1.67611 -4.48297 0.12
H -2.94743 -0.13273 -3.88203 0.09
H -2.53436 -1.51548 -2.87486 0.09
H -1.36684 -0.92751 -4.07345 0.10
H -3.41072 1.12279 -1.95475 0.10
H -2.18709 1.44685 -0.72787 0.01
H -2.94543 -0.15707 -0.80380 0.08
C 0.27269 4.83166 1.53945 -0.01
N 0.69572 3.79632 2.47259 -0.12
C 1.49912 4.01400 3.57064 -0.02
C 1.62838 2.82188 4.19716 -0.05
N 0.90190 1.88282 3.49691 0.00
B 0.74190 0.38674 3.98712 -0.44
N -0.78705 0.08777 4.04851 0.00
C -1.62369 0.58069 5.02332 -0.02
C -2.88918 0.20807 4.72339 -0.01
N -2.81910 -0.50905 3.55001 -0.10
C -3.94918 -1.12000 2.86271 0.00
C -1.53596 -0.56525 3.15713 -0.68
S -0.98263 -1.49649 1.80218 0.66
C 0.34300 2.49173 2.44727 -0.66
S -0.71092 1.83458 1.23363 0.68
H 1.09801 5.52146 1.38068 0.10
H -0.58209 5.37492 1.93837 0.11
H -0.00945 4.36556 0.59933 0.06
H 1.88523 4.98895 3.81053 0.14
H 2.15450 2.56005 5.09768 0.13
H 1.17576 0.36224 5.10665 0.08
H 1.29504 -0.36543 3.23078 0.05
H -1.24480 1.14536 5.85652 0.14
H -3.81983 0.37309 5.23605 0.13
H -4.86016 -0.81290 3.36752 0.10
H -3.86927 -2.20449 2.88949 0.10
H -3.97412 -0.78584 1.82842 0.08
Cl -3.49325 -7.62962 1.78381 0.71
C -1.87256 -7.04020 1.69312 -0.66
C -1.64283 -5.68442 1.51866 -0.08
C -0.33816 -5.23007 1.45658 -0.04
C 0.75350 -6.08995 1.56662 -0.19
C 2.16482 -5.55509 1.53962 -0.30
C 2.61362 -5.04009 0.17342 -0.03
N 1.81951 -3.91561 -0.31867 -0.03
C 0.94136 -3.91760 -1.37606 -0.01
C 0.34053 -2.69842 -1.38535 -0.08
N 0.85105 -1.95940 -0.34059 -0.16
C 1.72917 -2.72497 0.28544 -0.17
O 2.40248 -4.46895 2.43072 -0.15
C 1.83896 -4.56668 3.73896 -0.14
C 2.20117 -5.82972 4.46288 -0.33
C 3.45394 -6.35776 4.57349 -0.97
Cl 4.91196 -5.71084 3.93591 0.68
S 3.49270 -7.80522 5.48686 1.02
C 1.80197 -7.73671 5.73177 -0.39
C 1.24787 -6.64665 5.13988 -0.14
C 0.48041 -7.44717 1.74400 -0.57
Cl 1.75633 -8.61220 1.88952 0.77
C -0.81825 -7.92908 1.80330 -0.11
H -2.47394 -4.99738 1.44008 0.11
H -0.17469 -4.16327 1.36770 0.06
H 2.85854 -6.36751 1.76760 0.10
H 2.55964 -5.83549 -0.56718 0.15
H 3.65098 -4.71562 0.25833 0.14
H 0.81976 -4.77636 -2.01287 0.14
H -0.40405 -2.29858 -2.04702 0.09
H 2.25894 -2.48204 1.18894 0.14
H 0.74977 -4.48314 3.69229 0.12
H 2.21484 -3.68575 4.26186 0.14
H 1.30732 -8.50736 6.30028 0.08
H 0.18959 -6.42357 5.16810 0.12
H -0.99980 -8.98526 1.94039 0.11
```

## Properties
Net charge: +2
Frontier orbital gap (alpha / beta), eV: 4.16 / 4.16

Record order is preserved below.
F_max: 1.7 0.6 eV/Å
Record order is preserved below.
Energy above the lowest of the compared OMol25 structures with the same formula, charge and spin: 61.2 15.0 kcal per mole